{"formula": "C9H22BrNbO3PS", "method": "wB97M-V/def2-TZVPD", "elements": ["C", "C", "P", "C", "Nb", "C", "C", "O", "Br", "H", "H", "H", "H", "H", "H", "H", "H", "H", "H", "H", "H", "H", "H", "C", "C", "C", "S", "O", "O", "C", "H", "H", "H", "H", "H", "H", "H", "H"], "coordinates": [[-0.69, -3.69, 0.44], [-2.23, -3.65, 0.90], [-3.18, -2.09, 0.29], [-4.49, -1.80, 1.67], [-1.64, -0.07, 0.02], [-2.19, 0.84, 2.04], [-2.02, -0.10, 3.31], [-2.78, 0.12, 4.29], [-0.70, -1.56, 3.51], [-0.46, -4.79, 0.16], [0.04, -3.45, 1.30], [-0.45, -3.07, -0.48], [-2.40, -3.85, 2.01], [-2.74, -4.53, 0.36], [-4.50, -0.73, 2.05], [-5.50, -1.97, 1.16], [-4.40, -2.56, 2.52], [-0.18, -0.93, 0.69], [-1.24, -0.68, -1.66], [-3.07, 0.84, -0.72], [-0.64, 1.42, -0.30], [-1.49, 1.74, 2.20], [-3.25, 1.29, 2.02], [4.50, 2.58, -2.33], [3.89, 3.04, -1.01], [2.38, 2.81, -1.09], [2.14, 1.44, -2.22], [1.45, 1.93, -3.39], [1.68, 0.29, -1.48], [3.86, 1.22, -2.63], [5.58, 2.51, -2.28], [4.24, 3.29, -3.12], [4.31, 2.45, -0.19], [4.12, 4.09, -0.80], [1.95, 2.56, -0.12], [1.86, 3.68, -1.50], [3.96, 0.92, -3.67], [4.26, 0.45, -1.97]], "nbo_charge": [-0.63, -0.67, 0.17, -0.91, 1.61, -1.07, 0.51, -0.58, -0.04, 0.18, 0.22, 0.24, 0.22, 0.20, 0.23, 0.21, 0.22, -0.43, -0.37, -0.44, -0.40, 0.26, 0.26, -0.41, -0.40, -0.69, 2.18, -0.94, -0.90, -0.68, 0.21, 0.21, 0.21, 0.21, 0.27, 0.24, 0.25, 0.24], "e_lumo_ev": 2.45, "fmax_ha_per_bohr": 0.1144, "homo_lumo_gap_ev": 6.31, "total_charge": -1}


{"formula": "C9H22InLu", "method": "wB97M-V/def2-TZVPD", "elements": ["C", "C", "C", "C", "C", "C", "C", "C", "C", "In", "H", "H", "H", "H", "H", "H", "H", "H", "H", "H", "H", "H", "H", "H", "H", "H", "H", "H", "H", "H", "H", "H", "Lu"], "coordinates": [[-2.21, 2.47, -1.70], [-0.89, 2.08, -2.37], [0.07, 1.40, -1.39], [0.44, -0.03, -1.78], [1.35, -0.71, -0.73], [0.85, -2.10, -0.25], [0.34, -2.15, 1.19], [-0.78, -1.09, 1.41], [-0.82, -0.15, 2.58], [1.35, 0.77, 2.81], [-2.01, 3.05, -0.79], [-2.86, 3.05, -2.36], [-2.75, 1.57, -1.38], [-0.42, 2.99, -2.74], [-1.10, 1.41, -3.21], [0.99, 1.98, -1.30], [-0.39, 1.41, -0.39], [1.01, 0.03, -2.71], [-0.45, -0.63, -1.99], [2.37, -0.79, -1.10], [1.36, -0.06, 0.14], [1.71, -2.78, -0.36], [0.04, -2.45, -0.91], [1.15, -2.08, 1.92], [-0.12, -3.13, 1.36], [-1.71, -1.66, 1.61], [-0.94, -0.51, 0.50], [-1.15, -0.56, 3.53], [-1.36, 0.78, 2.40], [0.63, 2.17, 3.46], [1.68, -0.76, 3.55], [2.68, 1.21, 1.85], [1.93, -4.71, -0.87]], "mulliken_charge": [-1.24, -0.52, -0.15, -1.12, -0.05, 0.12, -0.74, -0.14, -0.91, 0.64, 0.31, 0.39, 0.29, 0.32, 0.38, 0.37, 0.07, 0.42, 0.40, 0.62, -0.41, -0.57, 1.05, 0.41, 0.40, 0.47, 0.05, 0.45, 0.49, 0.01, 0.01, -0.10, 0.30], "e_lumo_ev": -10.66, "fmax_ha_per_bohr": 0.0408, "homo_lumo_gap_ev": 3.90, "total_charge": 2}


{"formula": "C9H22N2O2", "method": "wB97M-V/def2-TZVPD", "elements": ["C", "N", "C", "C", "C", "O", "N", "C", "C", "C", "O", "C", "C", "H", "H", "H", "H", "H", "H", "H", "H", "H", "H", "H", "H", "H", "H", "H", "H", "H", "H", "H", "H", "H", "H"], "coordinates": [[1.43, 0.63, -2.86], [1.30, 0.09, -1.40], [1.52, -1.32, -1.43], [2.21, 0.90, -0.67], [-0.26, 0.33, -0.95], [-0.61, 1.66, -1.21], [-0.69, 0.11, 0.58], [-0.19, 1.24, 1.41], [-0.13, -1.20, 1.06], [-0.81, -1.50, 2.54], [-2.17, -1.47, 2.45], [-2.75, -0.27, 2.03], [-2.21, 0.04, 0.56], [1.30, 1.74, -2.90], [2.57, 0.74, -3.20], [0.76, 0.20, -3.62], [1.62, -1.61, -0.44], [0.86, -1.94, -2.05], [2.52, -1.41, -1.97], [2.33, 0.43, 0.33], [3.26, 0.85, -1.23], [1.74, 1.91, -0.46], [-0.76, -0.61, -1.57], [-0.75, 1.85, -2.08], [-0.65, 2.13, 0.90], [-0.76, 1.22, 2.46], [0.87, 1.33, 1.34], [0.96, -1.17, 1.28], [-0.39, -1.90, 0.35], [-0.41, -2.48, 2.71], [-0.37, -0.85, 3.30], [-2.43, 0.49, 2.68], [-3.83, -0.44, 1.98], [-2.42, -0.74, -0.13], [-2.66, 1.03, 0.20]], "nbo_charge": [-0.48, -0.26, -0.45, -0.45, 0.46, -0.69, -0.25, -0.46, -0.26, -0.05, -0.49, -0.06, -0.26, 0.25, 0.30, 0.26, 0.23, 0.27, 0.26, 0.22, 0.28, 0.27, 0.25, 0.52, 0.26, 0.28, 0.23, 0.23, 0.22, 0.23, 0.19, 0.18, 0.26, 0.23, 0.27], "e_lumo_ev": -6.12, "smiles": "C[N+](C)(C)[C@H](O)[N+]1(C)CCOCC1", "fmax_ha_per_bohr": 0.1143, "homo_lumo_gap_ev": 10.96, "total_charge": 2}


{"formula": "C9H22N6Pd", "method": "wB97M-V/def2-TZVPD", "elements": ["Pd", "N", "C", "C", "N", "C", "C", "N", "C", "C", "N", "H", "H", "H", "H", "H", "H", "H", "H", "H", "H", "H", "H", "H", "H", "H", "H", "H", "H", "N", "C", "C", "N", "C", "H", "H", "H", "H"], "coordinates": [[0.31, -0.53, -0.33], [-2.23, -0.16, -1.31], [-2.78, 0.94, -0.56], [-2.34, 1.02, 0.91], [-0.90, 1.20, 1.10], [-0.43, 2.53, 0.69], [0.21, 2.57, -0.71], [1.30, 1.62, -0.80], [-0.57, 0.95, 2.51], [0.92, 0.65, 2.77], [1.41, -0.59, 2.19], [-1.18, -0.18, -1.18], [-2.59, -1.05, -0.97], [-3.88, 0.84, -0.56], [-2.54, 1.87, -1.08], [-2.62, 0.08, 1.39], [-2.89, 1.84, 1.40], [0.34, 2.86, 1.39], [-1.25, 3.26, 0.72], [0.53, 3.61, -0.89], [-0.52, 2.30, -1.48], [2.05, 1.85, -0.15], [1.67, 1.55, -1.74], [-1.13, 0.07, 2.84], [-0.88, 1.80, 3.14], [1.07, 0.61, 3.85], [1.55, 1.45, 2.38], [0.91, -1.39, 2.58], [1.22, -0.58, 1.15], [1.41, -4.27, -2.56], [2.62, -3.65, -2.43], [2.38, -2.50, -1.73], [1.06, -2.43, -1.43], [0.49, -3.49, -1.94], [1.24, -5.14, -3.03], [3.52, -4.06, -2.85], [3.07, -1.74, -1.42], [-0.55, -3.72, -1.88]], "nbo_charge": [0.04, -0.84, -0.22, -0.22, -0.47, -0.23, -0.22, -0.87, -0.23, -0.22, -0.83, 0.32, 0.35, 0.19, 0.17, 0.20, 0.16, 0.19, 0.19, 0.17, 0.20, 0.37, 0.38, 0.20, 0.16, 0.19, 0.17, 0.35, 0.32, -0.51, -0.11, -0.08, -0.49, 0.18, 0.42, 0.22, 0.22, 0.20], "e_lumo_ev": 0.78, "fmax_ha_per_bohr": 0.0263, "homo_lumo_gap_ev": 6.54, "total_charge": 0}


{"formula": "C9H22NO2P2", "method": "wB97M-V/def2-TZVPD", "elements": ["C", "C", "C", "P", "C", "N", "O", "C", "C", "C", "C", "P", "C", "O", "H", "H", "H", "H", "H", "H", "H", "H", "H", "H", "H", "H", "H", "H", "H", "H", "H", "H", "H", "H", "H", "H"], "coordinates": [[-1.49, 0.37, -4.59], [-1.52, -0.17, -3.34], [-0.68, 0.45, -2.23], [-0.69, -0.44, -0.64], [-2.00, -1.73, -0.47], [-3.06, -1.38, 0.45], [-1.02, 0.61, 0.50], [0.07, 1.43, 1.05], [0.48, 0.89, 2.40], [1.60, 1.69, 3.11], [2.40, 2.63, 2.20], [1.35, -1.30, -0.46], [1.19, -2.60, 0.80], [1.42, -2.18, -1.84], [-1.14, -0.21, -5.43], [-1.83, 1.40, -4.73], [-2.17, -1.02, -3.16], [-0.98, 1.48, -2.02], [0.35, 0.47, -2.59], [-1.50, -2.64, -0.13], [-2.46, -1.95, -1.43], [-2.72, -1.33, 1.41], [-3.47, -0.49, 0.20], [-0.36, 2.42, 1.17], [0.90, 1.53, 0.35], [-0.41, 0.83, 3.03], [0.83, -0.14, 2.26], [1.16, 2.23, 3.94], [2.30, 0.97, 3.52], [2.82, 2.10, 1.34], [1.83, 3.49, 1.87], [3.25, 3.01, 2.77], [0.77, -3.51, 0.38], [0.57, -2.30, 1.65], [2.20, -2.82, 1.13], [2.02, -1.76, -2.48]], "nbo_charge": [-0.34, -0.21, -0.82, 1.47, -0.54, -0.78, -0.80, -0.07, -0.42, -0.40, -0.62, 0.86, -0.99, -0.96, 0.22, 0.21, 0.21, 0.28, 0.26, 0.24, 0.25, 0.37, 0.37, 0.21, 0.20, 0.23, 0.19, 0.22, 0.21, 0.20, 0.21, 0.23, 0.26, 0.25, 0.27, 0.52], "e_lumo_ev": -3.36, "fmax_ha_per_bohr": 0.0376, "homo_lumo_gap_ev": 8.32, "total_charge": 1}


{"formula": "C9H22O5PS", "method": "wB97M-V/def2-TZVPD", "elements": ["O", "C", "O", "C", "C", "C", "C", "P", "O", "C", "C", "O", "H", "H", "H", "H", "H", "H", "H", "H", "H", "H", "H", "H", "H", "H", "H", "H", "C", "S", "O", "C", "H", "H", "H", "H", "H", "H"], "coordinates": [[-0.91, -1.94, -6.40], [-0.94, -2.96, -5.68], [-1.73, -3.05, -4.48], [-0.74, -3.24, -3.39], [-1.10, -2.34, -2.12], [-1.48, -3.18, -0.80], [-2.00, -2.07, 0.28], [-0.56, -1.27, 1.28], [-0.82, 0.13, 0.21], [0.10, 1.12, 0.78], [1.43, 0.21, 1.08], [0.93, -0.73, 2.06], [-0.34, -3.87, -6.04], [0.28, -2.91, -3.82], [-0.63, -4.36, -3.14], [-0.22, -1.63, -1.93], [-2.01, -1.66, -2.33], [-0.62, -3.81, -0.39], [-2.41, -3.83, -1.03], [-2.60, -1.28, -0.30], [-2.68, -2.63, 1.02], [0.32, -2.00, 0.40], [-0.63, -2.30, 2.30], [-1.47, -0.56, 2.18], [0.24, 2.10, 0.21], [-0.24, 1.37, 1.84], [1.60, -0.25, 0.04], [2.41, 0.76, 1.28], [2.69, 4.62, 3.60], [1.61, 3.58, 2.60], [2.40, 3.13, 1.41], [0.52, 4.91, 2.05], [3.48, 4.00, 4.01], [3.13, 5.40, 2.98], [2.12, 5.06, 4.42], [1.09, 5.67, 1.53], [0.01, 5.34, 2.92], [-0.23, 4.49, 1.38]], "nbo_charge": [-0.56, 0.64, -0.55, -0.08, -0.44, -0.42, -0.72, 1.20, -0.85, -0.12, -0.12, -0.82, 0.12, 0.17, 0.18, 0.24, 0.23, 0.21, 0.18, 0.20, 0.19, -0.18, -0.18, -0.18, 0.17, 0.15, 0.15, 0.19, -0.83, 1.28, -0.97, -0.83, 0.24, 0.22, 0.22, 0.22, 0.22, 0.25], "e_lumo_ev": 2.41, "fmax_ha_per_bohr": 0.0874, "homo_lumo_gap_ev": 6.31, "total_charge": -1}